Below is a molecular structure, C2H6N4S2, with properties calculated with ωB97M-V with the def2-TZVPD basis set.

The value obtained for the HOMO energy is -8.64 eV. As for the total charge: 0. The strongest force on any atom comes out at 5.6 eV/Å. The orbital gap is 8.97 eV.

Last column: Löwdin charge in e.
Atoms and positions in Å:
C  -0.92151  -0.44200  0.38365  -0.247
C  1.71964  -0.15717  0.02255  -1.020
H  -2.29868  2.19166  -1.29404  0.182
H  -3.37254  0.46233  -0.91449  0.124
H  -1.56639  -0.82827  1.26385  0.130
H  1.55339  -2.24741  2.24449  -0.085
H  0.53914  0.91015  -1.22718  0.071
H  2.28994  1.61649  -0.77597  0.130
N  -2.42464  1.10642  -0.54973  -0.132
N  -1.17063  0.22817  -0.72218  -0.106
N  0.49274  -0.80778  0.56626  -0.481
N  1.40279  1.01389  -0.64239  0.036
S  0.61354  -2.45796  1.15168  0.702
S  3.14322  -0.58852  0.49351  0.694

Atomic forces in eV per Å
C 1.9 0.6 -1.4
C -4.9 2.0 0.0
H -0.5 -5.0 2.5
H 3.6 2.7 0.7
H 0.8 1.1 -1.6
H -1.5 -0.2 -1.6
H 1.1 0.9 0.5
H -2.5 -1.4 -0.3
N -1.6 0.2 -3.2
N -1.7 0.7 2.8
N -0.8 -1.2 -0.4
N 1.7 -0.6 0.0
S 1.4 1.1 1.3
S 2.9 -1.1 0.8

Below is a gas-phase ion, C2H6N5 (charge +1), with properties calculated with ωB97M-V with the def2-TZVPD basis set.

As for the SMILES: Nn1[nH]cnc1=[NH2+]. The value obtained for the HOMO energy is -14.28 eV. As for the total charge: +1. The strongest force on any atom comes out at 4.7 eV/Å. The orbital gap is 10.66 eV.

Last column: Löwdin charge in e.
Atoms and positions in Å:
C  1.12609  -1.23633  1.32828  -0.117
C  -0.78890  -0.48291  0.70105  -0.363
N  -0.14859  -1.37126  1.50314  0.159
N  1.37540  -0.31443  0.39120  0.074
N  0.17249  0.10805  -0.04583  -0.045
N  -2.03371  -0.13691  0.80393  0.245
N  0.10312  0.88684  -1.44488  0.187
H  1.98925  -1.91529  1.71228  0.188
H  2.30660  -0.08806  -0.06241  0.215
H  -2.60413  -0.71619  1.42790  0.157
H  -2.54576  0.51445  0.29108  0.115
H  0.85577  0.37674  -1.97514  0.107
H  0.51408  1.76703  -1.16308  0.079

Atomic forces in eV per Å
C 2.2 -1.4 -0.4
C 3.0 0.1 -0.1
N -1.4 -0.4 1.1
N 2.5 -0.5 -0.3
N -0.7 2.7 -3.8
N -1.6 -1.8 1.5
N 0.8 -2.5 2.9
H -1.9 1.5 -0.3
H -1.9 -0.2 0.7
H 0.5 0.3 -0.3
H -0.3 1.2 -1.3
H -1.1 0.5 0.4
H 0.0 0.5 -0.1

Below is a gas-phase ion, C2H6N5O (charge +1), with properties calculated with ωB97M-V with the def2-TZVPD basis set.

The value obtained for the HOMO energy (spin up / spin down) is -13.33 / -13.22 eV. As for the total charge: +1. The strongest force on any atom comes out at 1.6 eV/Å. The orbital gap (spin up / spin down) is 8.34 / 8.87 eV.

Last column: Löwdin charge in e.
Atoms and positions in Å:
C  -1.11727  0.54602  -0.53128  -0.068
C  1.17944  -0.08326  -0.10922  -0.379
N  -1.69267  -0.60380  -0.47090  -0.008
N  -2.85858  0.65042  0.77467  0.144
N  2.41913  0.35920  0.02829  0.232
N  0.85910  -1.34177  0.09285  0.247
N  0.20099  0.79478  -0.49502  0.131
O  -2.90988  -0.44825  0.00090  -0.107
H  -3.81259  0.97820  0.95007  0.092
H  3.16988  -0.26746  0.27610  0.145
H  2.65889  1.33009  -0.09825  0.142
H  1.53449  -2.02827  0.38998  0.150
H  -0.11027  -1.62404  -0.06516  0.108
H  0.47933  1.73814  -0.74303  0.170

Atomic forces in eV per Å
C -1.2 0.3 0.1
C 0.1 -0.4 0.1
N 1.4 -0.1 -0.6
N 0.9 0.0 0.4
N 0.1 0.1 0.0
N -0.1 0.1 0.0
N 0.6 0.1 0.0
O -1.4 0.5 0.5
H -0.4 -0.3 -0.5
H -0.1 0.0 0.0
H -0.1 0.0 0.0
H 0.0 0.1 0.0
H 0.2 0.0 0.0
H 0.0 -0.2 0.0